Entry 1:
C53H58AsAuGe2NP | ωB97M-V/def2-TZVPD

Summary:
- Total charge: +2
- Orbital gap (alpha / beta): 0.287 / 0.171 Ha
- ⟨S²⟩: 2.02
- Multiplicity: 3
- Lowest unoccupied orbital energy (alpha / beta): -4.60 / -7.69 eV
- E_HOMO (alpha / beta): -0.456 / -0.454 hartree

```
117
Properties=species:S:1:pos:R:3:forces:R:3
Au 0.345981 0.008712 1.173550 -0.309 0.450 -0.374
C -2.367937 0.769169 5.464434 -0.062 0.644 0.350
C -1.635832 1.255515 4.223218 1.952 -0.584 0.688
Ge -0.293310 -0.171315 3.666543 -0.684 0.416 -0.473
C -1.145796 -1.940654 3.654543 -0.145 0.371 -1.722
C -0.291620 -3.016132 2.948827 -0.799 -0.317 0.845
C 1.310406 -0.227299 4.774725 0.665 0.043 -1.240
C 2.431790 -0.690261 4.181198 -0.614 0.054 0.423
Ge 2.499365 -0.785813 2.224430 0.963 -0.738 0.866
C 2.797540 -2.653233 1.576335 -1.106 1.365 -1.959
C 4.107473 -2.958424 0.889704 0.489 -1.156 1.007
C 3.820072 0.492027 1.347477 -1.334 -1.879 -1.606
C 5.186208 0.398116 1.938857 0.635 -0.316 0.278
C 3.740847 -0.936232 4.856195 -1.385 0.990 -1.544
C 4.244877 0.113196 5.544940 2.108 0.636 1.165
C 5.561702 0.055158 6.080872 -0.655 -0.504 -0.164
C 6.358957 -1.074375 5.929646 -3.268 -0.519 -1.564
C 5.722921 -2.146959 5.173231 3.584 -0.362 0.453
C 4.529624 -2.036068 4.545715 -1.854 -0.999 0.945
H -3.242390 1.353386 5.577975 -0.943 1.237 0.189
H -1.880479 0.880344 6.431685 0.431 -0.479 -0.197
H -2.859668 -0.167291 5.332436 0.346 -1.292 0.018
H -0.970805 2.113547 4.416599 -0.460 -0.074 0.164
H -2.389346 1.581713 3.550148 -0.253 -0.034 -1.173
H -2.128960 -1.748687 3.129968 0.791 -0.571 0.835
H -1.239030 -2.178495 4.685068 -0.663 -0.368 0.939
H -0.160690 -2.786152 1.912385 -0.081 0.057 -0.711
H -0.710775 -4.048887 3.047454 0.249 0.841 -0.079
H 0.702502 -3.019095 3.372698 0.287 -0.149 0.335
H 1.304936 0.101549 5.799258 -0.043 -0.296 0.546
H 1.939591 -2.733098 0.872438 0.511 -0.065 -0.073
H 2.536797 -3.405735 2.265398 -0.010 -0.637 1.343
H 4.429179 -2.403354 0.050227 0.178 1.573 -0.526
H 4.109393 -3.927919 0.423242 -0.442 -0.903 0.075
H 4.892520 -3.041663 1.647628 0.158 0.358 -0.241
H 3.383866 1.473485 1.329939 0.039 0.262 -0.231
H 3.788943 -0.041812 0.316411 0.124 1.451 1.249
H 5.191582 0.606869 3.006174 0.158 0.209 0.017
H 5.910972 1.040970 1.417622 -0.289 -0.017 0.166
H 5.528152 -0.622924 1.815820 0.333 -0.202 0.107
H 3.700371 1.035020 5.641192 -0.274 0.122 0.153
H 5.872463 0.901843 6.655758 0.441 0.345 0.186
H 7.319953 -1.130663 6.365299 0.791 -0.310 0.231
H 6.307578 -3.078451 4.990776 -0.449 0.772 0.382
H 3.970553 -2.902831 4.139705 0.971 0.449 -0.182
C -2.071486 -4.396547 0.025525 -0.458 1.270 -0.258
C -3.271532 -3.886643 0.577169 1.005 -0.218 0.195
C -3.498734 -2.516112 0.619875 0.192 -0.532 0.100
C -2.473780 -1.645080 0.147391 -1.905 -0.293 1.208
N -1.343540 -2.092140 -0.303556 1.110 -1.512 -0.572
C -1.159172 -3.445647 -0.392605 0.092 0.920 -0.321
C -2.651575 -0.181032 0.287568 -0.401 -0.082 0.620
C -3.954122 0.347890 0.085545 0.851 -0.787 0.247
C -4.237615 1.652874 0.361118 -0.937 2.458 -0.062
C -3.195262 2.514948 0.750788 0.645 -0.181 0.170
C -1.898596 2.020341 0.854222 1.268 -0.050 1.184
C -1.643003 0.645712 0.782903 -0.615 0.178 -0.987
H -1.927185 -5.461885 -0.104973 0.216 0.134 0.178
H -3.882310 -4.625861 1.083694 -0.565 0.364 -0.264
H -4.419165 -2.161546 1.098854 0.513 0.080 -0.291
H -0.198029 -3.653720 -0.846690 -0.095 -0.685 0.104
H -4.749257 -0.304585 -0.217187 -0.189 -0.330 -0.266
H -5.268135 2.092931 0.182748 1.332 -0.777 0.462
H -3.309141 3.551646 1.033287 -0.492 0.119 -0.353
H -0.978209 2.638133 1.087011 -1.589 -0.213 -0.076
C -0.631692 0.615303 -2.244775 0.907 -0.255 -1.262
C -1.476163 1.850514 -2.185730 -0.282 1.346 -0.355
As -3.348140 1.548634 -2.566985 -1.141 0.219 -1.303
C -3.837775 -0.124345 -3.559387 0.820 1.430 0.310
C -4.629609 0.034870 -4.669091 -1.757 -1.833 -1.087
C -5.119309 -1.140996 -5.288382 0.604 0.302 0.014
C -4.643699 -2.438593 -4.955524 -1.622 2.768 -0.288
C -3.831117 -2.553602 -3.889013 2.292 0.836 1.348
C -3.422643 -1.374976 -3.192910 -0.153 -1.406 -0.161
C -3.971328 3.001686 -3.787189 1.531 -0.534 -0.120
C -2.961300 3.530990 -4.654787 -1.061 -0.915 1.020
C -3.350430 4.168067 -5.781520 -1.603 0.936 -0.519
C -4.717202 4.418248 -6.017224 1.379 -1.054 0.789
C -5.698370 3.990658 -5.128248 1.372 0.707 -0.553
C -5.318597 3.252470 -4.012504 -0.841 -0.535 1.126
P 0.850430 0.570495 -1.190879 -0.812 1.209 1.073
C 1.519177 2.240643 -1.310428 -0.927 -1.029 -0.345
C 1.675194 2.900035 -2.512283 -0.040 1.221 -1.855
C 2.324964 4.145351 -2.555668 0.586 0.376 0.587
C 2.850251 4.738213 -1.371261 -0.887 -1.677 -1.216
C 2.624732 4.003431 -0.210350 1.147 3.142 1.422
C 1.932053 2.842537 -0.156220 0.015 0.051 0.434
C 2.031669 -0.466458 -1.970773 0.316 -0.550 0.517
C 3.128503 0.000714 -2.680844 -0.120 -0.033 -0.544
C 4.007559 -0.914833 -3.248610 1.068 1.619 -0.896
C 3.812528 -2.255933 -3.096994 0.732 -1.955 -1.045
C 2.717984 -2.696900 -2.382374 -0.689 -1.440 1.180
C 1.861768 -1.831285 -1.719387 0.724 0.318 -1.560
H -0.252453 0.446507 -3.247052 0.067 0.182 -0.486
H -1.161277 -0.300086 -2.068421 -0.441 -0.358 0.503
H -1.217171 2.772000 -2.755093 0.294 -1.135 -0.531
H -1.434274 2.354895 -1.240408 -0.309 -0.317 0.864
H -5.013897 0.959936 -5.044983 0.071 0.450 0.059
H -5.871798 -1.024384 -6.067024 0.322 -0.070 0.016
H -5.048576 -3.251551 -5.472569 -0.262 -1.228 -0.734
H -3.335759 -3.500502 -3.672943 -0.361 0.194 0.341
H -2.756236 -1.436484 -2.371602 0.414 -0.504 0.651
H -1.912799 3.416285 -4.528840 0.634 -0.402 0.492
H -2.659183 4.577631 -6.492058 0.442 -0.067 -0.114
H -4.857378 4.890136 -6.948237 -1.066 0.730 -0.734
H -6.669659 4.354425 -5.330551 -1.161 -0.254 0.145
H -6.098682 2.856839 -3.296949 0.972 0.486 -0.938
H 1.247896 2.559902 -3.502824 0.632 -0.083 1.368
H 2.481160 4.634293 -3.518373 -0.213 -0.078 0.265
H 3.364540 5.695073 -1.379165 -0.083 -0.257 0.014
H 2.939291 4.478749 0.749288 -0.202 -0.529 -0.791
H 1.694829 2.497061 0.828585 -0.095 -0.695 0.237
H 3.246972 1.061089 -2.889949 0.101 -0.250 0.199
H 4.827446 -0.513774 -3.890514 -0.638 -0.508 0.727
H 4.478640 -3.022166 -3.613472 -0.902 1.246 0.815
H 2.504905 -3.769192 -2.246677 0.406 0.468 -0.259
H 1.023358 -2.192056 -1.161216 -0.242 -0.020 0.271
```
Forces are in eV/Å.

Atomic partial charges in e from the Mulliken method, atoms 1 to 99:
1 Au 0.20
2 C -1.55
3 C -0.37
4 Ge 0.79
5 C -0.69
6 C -0.71
7 C -0.27
8 C 0.46
9 Ge -0.22
10 C 0.21
11 C -1.81
12 C 0.15
13 C -1.20
14 C 0.06
15 C -0.73
16 C -0.47
17 C -0.84
18 C -0.35
19 C -0.11
20 H 0.50
21 H 0.34
22 H 0.38
23 H 0.45
24 H 0.25
25 H 0.13
26 H 0.81
27 H 0.00
28 H 0.45
29 H 0.26
30 H 0.66
31 H -0.18
32 H 0.82
33 H 0.37
34 H 0.47
35 H 0.39
36 H 0.23
37 H -0.02
38 H 0.30
39 H 0.40
40 H 0.28
41 H 0.39
42 H 0.44
43 H 0.50
44 H 0.35
45 H 0.34
46 C -1.06
47 C -1.10
48 C -0.64
49 C 0.12
50 N 0.47
51 C -0.64
52 C 2.33
53 C -1.03
54 C -0.90
55 C -0.56
56 C -0.51
57 C -0.61
58 H 0.55
59 H 0.44
60 H 0.54
61 H 0.57
62 H 0.52
63 H 0.34
64 H 0.50
65 H 0.16
66 C -0.48
67 C -0.14
68 As 1.23
69 C 0.59
70 C -0.66
71 C -0.66
72 C -0.72
73 C -0.81
74 C 0.24
75 C 0.39
76 C -0.35
77 C -0.92
78 C -0.45
79 C -0.72
80 C -0.23
81 P 1.16
82 C 0.36
83 C 0.02
84 C -0.80
85 C -0.95
86 C -0.81
87 C -0.48
88 C 0.11
89 C -0.63
90 C -0.59
91 C -0.71
92 C -0.29
93 C 0.08
94 H 1.10
95 H -0.53
96 H 0.55
97 H -0.38
98 H 0.30
99 H 0.40

Entry 2:
C6H12BN | ωB97M-V/def2-TZVPD

Summary:
- SMILES string: C1CB2CCCN2C1
- Total charge: 0
- Orbital gap: 0.332 Ha
- Multiplicity: 1
- Lowest unoccupied orbital energy: 0.75 eV
- E_HOMO: -0.305 hartree

```
20
Properties=species:S:1:pos:R:3:forces:R:3
B -0.170293 0.321785 0.796665 1.265 -2.553 -2.714
C -1.012329 -0.794263 1.544303 2.067 -1.458 -2.100
C 0.106628 1.793006 0.542450 -2.384 1.648 2.636
C -1.239825 -1.721742 0.279448 -0.286 1.314 -0.253
C 1.086094 1.875245 -0.526131 3.737 0.499 -1.599
C 0.066941 -1.672272 -0.489323 0.599 -2.293 -1.037
C 0.976593 0.530244 -1.365753 1.229 0.609 -0.985
N 0.494606 -0.362947 -0.395763 -1.771 3.169 5.011
H -0.518675 -1.436839 2.265251 0.664 0.256 0.383
H -1.941044 -0.628517 1.930940 -2.447 1.106 1.205
H -0.848142 2.331147 0.280648 0.599 -0.514 0.188
H 0.410635 2.262815 1.487293 0.102 0.318 -0.230
H -1.572642 -2.719260 0.530125 -0.299 -0.210 -0.089
H -1.947954 -1.133135 -0.322505 -0.380 -0.696 -0.033
H 0.934652 2.826871 -1.106734 0.478 -1.103 0.142
H 2.181891 1.917350 -0.057058 -2.200 -0.067 -1.083
H 0.744539 -2.314845 0.157574 -0.124 -0.075 -1.503
H 0.048566 -1.858468 -1.625700 -0.191 -0.954 1.741
H 0.197291 0.659161 -2.178423 1.078 -0.165 0.254
H 2.002467 0.124660 -1.747305 -1.736 1.169 0.068
```
Forces are in eV/Å.

The net atomic charges from Mulliken, expressed in e, are:
1 B 0.13
2 C -0.90
3 C -0.61
4 C -0.71
5 C -0.41
6 C -0.56
7 C -0.61
8 N 0.04
9 H 0.33
10 H 0.43
11 H 0.30
12 H 0.28
13 H 0.40
14 H 0.29
15 H 0.29
16 H 0.21
17 H 0.22
18 H 0.31
19 H 0.29
20 H 0.30

Entry 3:
C2H6ClOP | ωB97M-V/def2-TZVPD

Summary:
- SMILES string: O=C(Cl)C[PH4]
- Total charge: 0
- Orbital gap: 0.354 Ha
- Multiplicity: 1
- Lowest unoccupied orbital energy: 0.48 eV
- E_HOMO: -0.337 hartree

```
11
Properties=species:S:1:pos:R:3:forces:R:3
O -0.858619 -1.963125 1.141723 0.083 -0.105 -0.386
C -0.514414 -1.529841 0.082331 -0.208 0.161 1.280
Cl 0.660991 -2.466953 -0.874195 0.124 0.011 -0.362
C -0.808678 -0.172406 -0.397497 0.225 -0.858 -0.384
P 0.630164 1.065735 0.199237 0.331 -0.011 0.135
H -0.884833 -0.178287 -1.472781 0.064 0.240 -0.426
H -1.749592 0.090006 0.047460 -0.456 0.411 0.233
H 0.787687 1.477245 -1.146295 0.006 -0.025 0.072
H -0.292996 1.730303 1.027014 -0.048 0.000 -0.030
H 1.340310 -0.018803 0.780220 -0.113 0.065 -0.122
H 1.689979 1.966128 0.612785 -0.006 0.111 -0.011
```
Forces are in eV/Å.

The net atomic charges from Mulliken, expressed in e, are:
1 O -0.45
2 C 0.37
3 Cl -0.18
4 C -0.84
5 P 0.07
6 H 0.42
7 H 0.36
8 H 0.07
9 H 0.08
10 H 0.08
11 H 0.03

It is found that the energy relative to the best compared isomer or geometry (same formula, charge and spin) values, taken in the order of the records, are 301.4, 142.5, 380.9 kJ/mol.